Here is one molecule with the formula C9H12O from OMol25. Energies are from ωB97M-V/def2-TZVPD.

## Properties
HOMO-LUMO gap (eV): 9.57
M (u): 136.19
Charge: 0
F_max (eV/A): 5.574
Energy relative to the best compared isomer or geometry (same formula, charge and spin) (eV): 3.4449
SMILES string: C1CC2=C(C1)[C@]1(CC2)CO1
2S+1: 1

Geometry as XYZ:
```
22
Properties=species:S:1:pos:R:3:forces:R:3:lowdin_charge:R:1
C -2.12657 -1.12464 0.23856 1.2749 0.5688 2.4642 -0.173
C -1.97239 0.39071 0.06999 0.1377 1.2833 -0.6997 -0.122
C -0.48186 0.67230 0.01737 -1.7059 -2.1214 0.1507 -0.259
C 0.10209 -0.49507 0.10106 5.4232 -0.1633 1.2786 -0.030
C -0.73287 -1.71226 0.46612 1.2278 0.1295 -2.9741 -0.112
C 1.81315 -0.13916 0.07515 -4.9821 -1.4099 1.4033 -0.254
C 1.81468 1.35373 0.34493 -1.2687 0.3054 -3.7517 -0.069
C 0.33055 1.86692 0.20366 -0.3619 1.6475 -1.9953 -0.127
C 2.77234 -0.87974 -0.65611 1.2453 -0.4538 -3.8441 -0.206
O 2.73501 -1.10235 0.67128 -0.2645 1.0184 2.6909 0.008
H -2.67420 -1.45087 1.09774 -0.9529 0.2761 0.4279 0.102
H -2.62776 -1.40400 -0.60531 -1.0304 -1.5526 -2.1363 0.072
H -2.22848 1.05068 0.89894 -1.4137 -0.1560 -0.1004 0.113
H -2.49198 0.54750 -0.91917 0.3761 1.0828 1.2647 0.127
H -0.42555 -2.49698 -0.25195 -0.6030 -0.0272 0.2033 0.114
H -0.61576 -2.17930 1.42586 0.4328 0.4124 0.6896 0.105
H 2.41733 1.87196 -0.43424 -0.0958 -0.2891 0.6951 0.128
H 2.10820 1.64399 1.27040 1.3824 0.4364 2.8262 0.080
H 0.08598 2.56120 -0.68900 1.0518 -0.7574 1.0905 0.140
H -0.02590 2.47532 1.04876 0.2410 -0.3929 0.0794 0.117
H 2.57519 -1.77467 -1.26869 -0.3114 0.5535 0.0036 0.126
H 3.58369 -0.26066 -1.06968 0.1974 -0.3906 0.2336 0.120
```
Positions in Å, forces in eV/Å.


Here is one molecule with the formula C9H12O2 from OMol25. Energies are from ωB97M-V/def2-TZVPD.

## Properties
HOMO-LUMO gap (eV): 9.52
M (u): 152.19
Charge: 0
F_max (eV/A): 5.724
Energy relative to the best compared isomer or geometry (same formula, charge and spin) (eV): 3.4090
SMILES string: CC(C)(O)[C@@]12C=CC=C[C@@H]1O2
2S+1: 1

Geometry as XYZ:
```
23
Properties=species:S:1:pos:R:3:forces:R:3:lowdin_charge:R:1
C -0.89293 -0.30192 -2.33578 1.2901 1.3788 -2.6040 -0.033
C 0.21142 -0.50133 -1.30458 -0.7648 -2.0725 0.7940 -0.561
C 0.05639 -1.96110 -0.78960 -4.7773 1.8387 -2.5620 0.006
O 1.51810 -0.26941 -1.83126 -1.1618 -2.1359 0.0903 0.013
C 0.02294 0.39823 -0.07092 0.1604 -2.0673 -0.5628 -0.395
C -1.11169 0.17615 0.81631 -3.7118 0.8963 1.9560 -0.017
C -1.19699 0.73891 2.07587 0.5477 -0.7136 -0.1969 -0.060
C 0.00426 1.29646 2.67682 -1.7787 0.1446 1.6827 -0.103
C 1.14360 1.20589 2.02102 2.9135 0.5354 1.3344 -0.062
C 1.27413 0.83058 0.63531 0.8149 -0.3939 0.2878 -0.173
O 0.56711 1.63848 -0.32721 0.4658 1.5051 0.4668 0.064
H -0.43728 -0.81845 -3.29165 -1.2408 0.9243 1.6500 0.121
H -0.93119 0.85196 -2.60078 -0.4807 -2.2934 0.4763 0.125
H -1.87287 -0.78070 -2.08080 0.8940 0.7658 -0.1513 0.090
H 0.00068 -2.73955 -1.61182 -0.2851 1.0266 1.0248 0.116
H 0.81694 -2.13754 -0.20003 3.9513 -1.2833 3.1850 0.020
H -0.90169 -1.80695 -0.12279 1.7573 -1.4592 -1.5115 0.105
H 1.52277 0.65828 -1.85176 0.6223 2.3714 -0.3830 0.058
H -2.09550 -0.36920 0.56351 1.9897 0.6918 -0.2791 0.140
H -1.99983 0.57448 2.85550 0.4830 0.0650 -1.6802 0.120
H -0.09914 1.58593 3.77156 0.5621 -0.3287 -1.5806 0.126
H 2.11955 1.31254 2.59204 -1.2801 0.0708 -0.7849 0.133
H 2.28123 0.41827 0.41106 -0.9711 0.5333 -0.6519 0.166
```
Positions in Å, forces in eV/Å.


Here is C9H12O4P2 as an isolated structure from OMol25. Energies are from ωB97M-V/def2-TZVPD.

## Properties
HOMO-LUMO gap (eV): 6.37
M (u): 246.14
Charge: -2
F_max (eV/A): 4.437
Energy relative to the best compared isomer or geometry (same formula, charge and spin) (eV): 0.6415
2S+1: 1

Geometry as XYZ:
```
27
Properties=species:S:1:pos:R:3:forces:R:3:lowdin_charge:R:1
C -1.63053 -2.84314 0.30164 0.5380 0.9072 -0.0681 -0.130
C -1.13205 -2.33176 -0.90229 1.4600 0.5858 1.6345 -0.084
C -1.32395 -2.15195 1.49668 -1.5555 -2.1872 1.4056 -0.135
C -0.22982 -1.23775 -0.81900 -1.9521 -0.8586 0.6011 -0.063
C -0.66848 -0.96999 1.48237 0.5265 1.2370 3.2527 -0.137
C -0.08795 -0.51629 0.34505 0.6269 0.9142 -0.1157 -0.298
C -1.96267 1.89972 -0.07173 -0.3131 3.2571 2.9973 -0.208
C -0.52038 1.92311 -0.52126 -1.2295 1.1361 1.0469 -0.366
C 2.00201 1.24410 -0.88839 2.5941 1.4226 2.2475 -0.299
O 2.89541 -1.33906 -1.04870 0.0500 -1.6155 -1.5733 -0.408
O 4.55962 0.40033 -0.00647 -1.5989 -0.6096 -0.5451 -0.486
O 0.72718 1.96249 1.72294 0.3142 -0.8072 0.3005 -0.406
O 2.26776 -0.21661 1.09270 -0.2345 1.3192 -0.1964 -0.442
P 0.82371 1.06370 0.51442 0.1713 0.2740 -1.4073 0.545
P 3.12891 -0.12077 -0.25725 1.4355 1.9663 1.8108 0.119
H -2.15060 -3.77930 0.21182 -0.3272 -0.2720 0.5788 0.065
H -1.25498 -2.94601 -1.77039 -0.0052 0.0901 -0.6559 0.074
H -1.54827 -2.53128 2.54909 -0.1902 0.0884 -1.6854 0.103
H 0.36414 -0.89950 -1.58742 0.9839 0.3131 -2.1397 0.067
H -0.46869 -0.42022 2.49963 -0.3654 -0.9818 -2.1367 0.146
H -2.36923 0.96505 -0.18079 -1.4130 -2.3124 -0.4087 0.004
H -2.02162 2.14724 1.08008 0.1654 -0.4932 -1.8918 0.093
H -2.63244 2.71596 -0.52568 0.8243 -1.1863 0.1745 0.061
H -0.32167 3.00123 -0.42075 0.8546 -0.2268 -0.9415 0.070
H -0.56090 1.47286 -1.49045 0.5543 0.2833 -1.1331 0.046
H 1.59400 1.23559 -1.83235 -1.2926 -0.8990 -2.1672 -0.010
H 2.52148 2.27227 -0.97347 -0.6219 -1.3448 1.0157 0.080
```
Positions in Å, forces in eV/Å.


Here is one molecule with the formula C9H12Se from OMol25. Energies are from ωB97M-V/def2-TZVPD.

## Properties
HOMO-LUMO gap (eV): 9.03
M (u): 199.16
Charge: 0
F_max (eV/A): 5.516
Energy relative to the best compared isomer or geometry (same formula, charge and spin) (eV): 1.1562
SMILES string: C[Se][C@@H](C)c1ccccc1
2S+1: 1

Geometry as XYZ:
```
22
Properties=species:S:1:pos:R:3:forces:R:3:lowdin_charge:R:1
C 0.53755 2.76093 0.60674 -0.7683 0.4547 -1.6137 -0.407
Se 1.03931 1.96708 -1.17677 -1.8658 -0.8491 0.4343 0.868
C -0.16113 0.23983 -1.35395 5.3171 -0.6946 -1.2941 -0.413
C 0.66091 -0.36824 -2.83121 -1.4222 -0.1254 4.1288 -0.096
C -0.07949 -0.53354 -0.05814 -0.2905 -0.5957 0.5169 -0.297
C -1.06046 -0.24602 0.91096 -0.8836 0.0943 -2.3599 -0.077
C -1.27915 -1.02029 2.00159 0.5753 -0.0810 0.9007 -0.111
C -0.33918 -1.93589 2.33061 2.1844 -2.4575 1.9365 -0.118
C 0.80398 -2.13919 1.54823 -1.3773 -0.2098 -1.5629 -0.058
C 0.82184 -1.56300 0.25326 -0.5135 1.6198 1.7959 -0.023
H 0.61991 1.91431 1.30759 0.2148 1.0705 0.1377 0.009
H 1.25833 3.58543 0.53176 0.4139 -0.5908 1.0860 -0.012
H -0.43065 3.34679 0.63926 0.7069 -1.3386 -0.1796 0.036
H -1.15823 0.37167 -1.57592 -2.0105 0.9938 -0.7404 0.046
H -0.00429 -1.10849 -3.23285 0.1339 -1.4787 0.4088 0.036
H 1.72818 -0.70936 -2.55750 -1.8641 0.9200 -1.0483 0.085
H 0.37403 0.36455 -3.54437 1.2636 1.4543 -0.5279 0.020
H -1.85191 0.38727 0.56581 -0.2799 0.8170 0.1783 0.110
H -2.04969 -0.95202 2.71952 -1.2220 0.6632 0.1494 0.098
H -0.42738 -2.57258 3.28081 0.0064 1.1295 -1.4541 0.129
H 1.49047 -2.92027 1.82660 0.3420 0.0542 0.0084 0.094
H 1.60578 -1.65485 -0.42665 1.3394 -0.8501 -0.9010 0.079
```
Positions in Å, forces in eV/Å.


Here is C9H13Cl2I2NOPPr as an isolated structure from OMol25. Energies are from ωB97M-V/def2-TZVPD.

## Properties
HOMO-LUMO gap (alpha / beta) (eV): 4.33 / 4.32
M (u): 647.81
Charge: +2
F_max (eV/A): 2.776
⟨S²⟩: 2.004
Energy relative to the best compared isomer or geometry (same formula, charge and spin) (eV): 1.3867
2S+1: 3

Geometry as XYZ:
```
30
Properties=species:S:1:pos:R:3:forces:R:3:lowdin_spin:R:1
I -1.38405 -2.08594 -0.66375 0.2798 0.5136 0.3995 -0.011
I -1.26363 1.94860 -0.64700 0.2704 -0.5203 0.3733 -0.007
Pr 0.94218 -0.12935 0.40218 0.2277 -0.1494 0.0459 2.037
P 0.40087 -0.01871 -2.67372 -0.5378 0.2085 -2.7156 0.005
C -1.25573 -0.01455 -3.43918 -0.4286 -0.0057 0.3988 0.000
C 1.14484 1.38836 -3.57473 0.3287 0.1983 0.7361 0.001
H 2.15556 -1.60942 -3.16830 -0.1623 -0.1258 -0.3584 0.000
H 1.24090 -1.10228 -4.64861 -0.0085 -0.1501 0.3894 0.000
H 0.51912 -2.28530 -3.47113 0.2250 0.0759 -0.1074 0.000
C 1.16346 -1.40676 -3.59327 0.3009 -0.2851 0.8218 0.001
H 2.13220 1.60455 -3.14725 -0.1444 0.1154 -0.3311 0.000
H 1.23143 1.09882 -4.63344 -0.0080 0.1660 0.3877 0.000
H -1.13035 -0.00484 -4.53131 0.0320 -0.0268 0.2946 0.000
H -1.81381 0.86916 -3.11034 0.1073 -0.2907 -0.4077 0.000
H 0.49165 2.25815 -3.45039 0.1879 -0.0394 -0.0965 0.000
H -1.81212 -0.90166 -3.12056 0.0728 0.2606 -0.3997 0.000
C -3.20022 -0.01722 0.05688 -2.5514 0.0734 0.3077 -0.004
O -4.34083 0.01795 0.08583 2.4741 -0.0879 -0.1149 0.000
Cl 3.41053 -0.03058 -0.08612 -0.6255 0.0509 0.0013 -0.015
Cl 0.57951 2.63633 5.59986 0.1210 -0.0401 0.0002 0.000
C 0.42918 1.13733 4.78646 -0.5029 0.7612 -0.7139 0.000
C -0.11647 0.03796 5.45507 0.3237 -0.3835 -0.3727 0.001
C -0.32214 -1.15291 4.75707 -0.2929 0.0962 -0.5631 0.000
C -0.01497 -1.19998 3.39510 0.6904 0.6373 0.0823 0.000
N 0.55173 -0.12937 2.78031 -0.9166 0.8432 0.2619 -0.007
C 0.67715 1.08768 3.40784 0.0456 -1.9406 0.3718 0.000
H -0.38704 0.14143 6.50481 0.1122 -0.1006 -0.2270 0.000
H -0.79026 -2.01528 5.21944 0.1204 0.1451 0.0705 0.000
H -0.20344 -2.06686 2.73267 0.1814 0.3455 0.7667 0.000
H 0.96475 1.94469 2.77558 0.0774 -0.3449 0.6987 0.000
```
Positions in Å, forces in eV/Å.